# 1
Here is the molecule C24H20F3N7O6S at a distorted geometry from the OMol25 dataset. Energies are from ωB97M-V/def2-TZVPD.

Results
Max |F| ... 3.30 eV Å⁻¹
HOMO level ... -8.2 eV
Lowest unoccupied orbital energy ... -0.52 eV
Net charge ... 0
Total energy ... -2458.71868 hartree

Geometry (Å):
N -2.54976 0.74363 -2.74917
N -1.51644 1.13243 -2.43179
N -0.34728 1.55761 -2.33303
C 0.13861 1.74783 -0.95881
C 1.13610 2.92010 -0.99967
C 1.58580 3.48234 0.20097
C 2.43177 4.59733 0.17815
C 2.87166 5.12470 -1.03853
C 2.43717 4.54577 -2.23511
C 1.56365 3.45058 -2.21233
C -1.02574 2.05477 -0.04267
C -1.99758 2.94766 -0.47954
C -3.15436 3.11588 0.29113
C -3.31459 2.38439 1.47673
C -2.27583 1.58346 1.95393
C -1.07377 1.50943 1.24024
C 0.87333 0.45007 -0.57492
C 1.87144 0.08584 -1.68863
C 1.75155 -1.40558 -1.93870
C 0.30344 -1.73753 -1.62993
N -0.08880 -0.78911 -0.46413
H 1.25190 3.06258 1.15376
H 2.75140 5.04153 1.12034
H 3.54456 5.98373 -1.05577
H 2.77324 4.92966 -3.19702
H 1.19618 3.01984 -3.14997
H -1.83069 3.55546 -1.37480
H -3.93476 3.78473 -0.07451
H -4.24410 2.45378 2.04466
H -2.37556 1.02116 2.88132
H -0.18514 1.07133 1.71047
H 1.36585 0.58934 0.39464
H 1.54273 0.59448 -2.60704
H 2.87123 0.46307 -1.44360
H 1.98724 -1.65441 -2.97469
H 2.45142 -1.97269 -1.31562
H -0.35949 -1.46602 -2.47208
H 0.12403 -2.76970 -1.32321
H -1.06494 -0.48251 -0.57863
O -3.43699 -3.35628 -0.10114
S -2.76680 -2.42133 0.77086
O -2.89214 -0.98723 0.56113
C -3.44113 -2.77589 2.49805
F -4.75538 -2.49527 2.51475
F -3.26154 -4.07030 2.83337
F -2.81832 -1.99679 3.41296
C -1.00633 -2.71559 0.80069
C -0.03619 -1.50467 0.79174
C 1.34803 -1.97497 1.12068
N 2.37400 -1.20132 1.58734
O 2.46029 -0.05023 2.00726
O 3.47405 -2.11084 1.76426
N 3.10742 -3.40640 1.47152
C 1.76988 -3.30640 1.14161
C 0.82734 -4.35026 0.86828
N 1.17392 -5.72066 0.59946
O 2.32240 -6.15580 0.81805
O 0.25749 -6.45081 0.13655
C -0.55864 -4.00740 0.80054
H -0.34694 -0.84901 1.62479
H -1.27990 -4.81953 0.67479

=====

# 2
Here is C24H20F6IO3P2STi as an isolated structure at a distorted geometry from the OMol25 dataset. Energies are from ωB97M-V/def2-TZVPD.

Results
Max |F| ... 2.58 eV Å⁻¹
HOMO level (alpha / beta) ... -7.2 / -7.2 eV
Lowest unoccupied orbital energy (alpha / beta) ... -1.25 / -1.13 eV
Net charge ... 0
2S+1 ... 2
Total energy ... -3979.83362 hartree

Geometry (Å):
Ti -0.28540 0.54113 -0.80872
C -1.26773 -1.07398 -2.12505
C -0.94567 -2.31398 -1.55623
C -1.61035 -2.76201 -0.43216
C -2.66166 -2.01967 0.10726
C -3.02289 -0.81634 -0.46041
C -2.30409 -0.30173 -1.54983
H -0.88088 -0.81423 -3.10360
H -0.18135 -2.92275 -2.01846
H -1.33659 -3.70638 0.01851
H -3.19521 -2.39259 0.97030
H -3.85902 -0.25857 -0.06230
H -2.72004 0.52915 -2.10614
O 1.27570 0.56279 -2.23543
S 1.98582 -0.58792 -1.64006
O 2.13449 -1.72288 -2.49670
O 1.17774 -0.87381 -0.40248
C 3.58933 -0.06893 -1.07693
C 4.67079 -0.24943 -1.92839
C 5.92836 0.16116 -1.53112
C 6.10132 0.73766 -0.27546
C 5.02679 0.90861 0.57702
C 3.74084 0.52057 0.18870
P 2.29930 0.70636 1.30725
C 2.67474 -0.53297 2.59620
C 2.23804 -1.84590 2.41187
C 2.50399 -2.81429 3.36607
C 3.20282 -2.48358 4.51885
C 3.65431 -1.18613 4.69849
C 3.39952 -0.21326 3.74237
C 2.53041 2.36203 2.02371
C 2.01727 2.67687 3.28276
C 2.04354 3.98604 3.74033
C 2.54997 4.99668 2.93843
C 3.05916 4.69200 1.68356
C 3.04198 3.38648 1.22245
H 4.50766 -0.72085 -2.88927
H 6.77420 0.03032 -2.19165
H 7.08987 1.05495 0.03249
H 5.17421 1.35405 1.55199
H 1.67174 -2.09854 1.52940
H 2.15199 -3.82674 3.21366
H 3.38797 -3.23572 5.27489
H 4.20539 -0.92804 5.59447
H 3.75232 0.79814 3.90117
H 1.58558 1.89587 3.89521
H 1.64991 4.22097 4.72124
H 2.52834 6.02426 3.27777
H 3.45386 5.47703 1.05094
H 3.41096 3.16412 0.22916
I -0.79497 0.42925 1.93257
F 0.55281 2.43729 -0.53955
P -0.70562 3.32580 -1.28300
F -1.93346 4.03047 -1.96933
F 0.38145 4.14337 -2.06803
F -0.72000 2.13586 -2.44686
F -1.73185 2.26828 -0.47740
F -0.70425 4.28234 -0.03359